Entry 1:
DFT (ωB97M-V/def2-TZVPD) results for a structure of composition C34H42BN9ReS in a non-equilibrium geometry.

Geometry as XYZ:
```
88
Properties=species:S:1:pos:R:3:lowdin_spin:R:1
Re 0.4610 0.5359 0.3894 1.034
C 3.9895 -0.6949 -2.0152 -0.001
C 2.6903 -0.3627 -1.6183 0.027
N 2.4388 0.2887 -0.4933 0.004
C 3.4896 0.7760 0.2248 0.002
C 4.8299 0.4892 -0.1047 -0.001
C 5.0534 -0.3262 -1.2345 0.017
C 5.8590 1.0756 0.6636 0.014
C 5.5355 1.9756 1.6470 -0.001
C 4.2088 2.3160 1.9430 0.016
C 3.1587 1.7052 1.2655 0.000
N 1.8366 1.9603 1.3179 0.002
C 1.2110 3.0887 1.7957 -0.006
C 1.3990 3.7355 2.9986 0.007
C 0.6838 4.9104 3.2950 -0.001
C -0.1669 5.4808 2.3883 0.008
C -0.3761 4.8605 1.1364 0.000
C -1.1619 5.4084 0.1000 0.003
C -1.2729 4.7386 -1.0875 -0.001
C -0.6695 3.4762 -1.2193 0.007
N 0.0539 2.9309 -0.2723 0.008
C 0.2575 3.6278 0.8749 -0.001
H 4.1352 -1.2516 -2.9302 -0.001
H 1.8367 -0.6306 -2.2291 0.005
H 6.0659 -0.6115 -1.4907 0.001
H 6.8887 0.8394 0.4296 0.001
H 6.3300 2.4544 2.2058 0.000
H 4.0060 3.0752 2.6842 0.001
H 2.0746 3.3200 3.7326 0.001
H 0.8329 5.3801 4.2588 0.000
H -0.6870 6.4036 2.6122 0.000
H -1.6441 6.3665 0.2515 0.000
H -1.8357 5.1491 -1.9143 0.000
H -0.7910 2.9000 -2.1290 0.001
B -2.5981 1.2279 2.7626 0.000
N -1.2031 1.1114 3.4043 0.002
C -0.9975 1.2474 4.7220 -0.001
C 0.3213 0.9360 4.9967 -0.001
C 0.8622 0.6195 3.7523 -0.001
N -0.0716 0.7234 2.8096 0.003
N -2.5339 1.3959 1.2200 -0.002
C -3.5776 1.8904 0.5467 0.006
C -3.4273 1.6009 -0.7989 0.004
C -2.2273 0.9054 -0.8652 0.027
N -1.6956 0.7966 0.3623 0.007
H -3.2178 0.2121 2.9874 0.000
H -3.1448 2.2024 3.2080 0.000
H -1.7978 1.5459 5.3772 0.000
H 0.8075 0.9353 5.9561 0.000
H 1.8713 0.3401 3.4973 0.000
H -4.3688 2.3979 1.0702 0.000
H -4.0887 1.8588 -1.6072 0.000
H -1.7265 0.4748 -1.7171 0.010
C -0.5066 -2.3464 2.4167 -0.004
C -0.3568 -2.5735 0.9116 -0.025
C -1.7580 -2.7279 0.2881 -0.011
C 0.4389 -3.8682 0.6915 -0.004
C 0.3336 -1.4273 0.1919 -0.158
H -0.9398 -3.2343 2.8833 -0.001
H -1.1553 -1.4961 2.6119 0.000
H 0.4678 -2.1544 2.8671 0.000
H -2.2678 -3.5969 0.7137 -0.002
H -1.6733 -2.8583 -0.7938 -0.001
H -2.3482 -1.8333 0.4874 0.000
H -0.0240 -4.6970 1.2318 -0.001
H 1.4599 -3.7452 1.0590 -0.001
H 0.4789 -4.1293 -0.3695 0.000
H 0.9201 -1.8714 -0.6293 -0.002
C -3.5006 -1.6922 -3.0558 0.000
N -2.5604 -2.7628 -3.3225 0.001
C -3.0682 -4.0876 -3.0070 0.000
C -1.2491 -2.5228 -3.5415 0.001
S -0.5785 -1.0025 -3.4239 0.004
N -0.4902 -3.6439 -3.8560 0.001
C -0.8325 -4.3350 -5.0934 0.000
C 0.9469 -3.5428 -3.6602 0.000
H -4.4644 -1.9488 -3.4987 0.000
H -3.1401 -0.7645 -3.4879 0.000
H -3.6281 -1.5470 -1.9789 0.000
H -3.6319 -4.0353 -2.0731 0.000
H -2.2454 -4.7846 -2.8794 0.000
H -3.7375 -4.4539 -3.7906 0.000
H -1.9092 -4.3739 -5.2328 0.000
H -0.4412 -5.3519 -5.0576 0.000
H -0.3897 -3.8211 -5.9558 0.000
H 1.1487 -3.0816 -2.6970 0.000
H 1.4332 -2.9498 -4.4426 0.000
H 1.3628 -4.5515 -3.6673 0.000
```

## Properties
- Energy: -62991.3668 eV
- <S²>: 0.987
- Lowest unoccupied orbital energy (alpha / beta): 0.01 / -0.26 eV
- Spin multiplicity: 2
- Energy above the lowest of the compared OMol25 structures with the same formula, charge and spin: 265.79 kJ/mol
- HOMO energy (alpha / beta): -6.6 / -6.7 eV


Entry 2:
DFT (ωB97M-V/def2-TZVPD) results for a structure of composition C34H42BrN7O7PRe in a non-equilibrium geometry.

Geometry as XYZ:
```
93
Properties=species:S:1:pos:R:3:lowdin_spin:R:1
Re 0.3759 -0.4405 0.1448 2.179
N -0.7176 -2.5611 2.1732 0.021
C -0.2788 -1.4644 2.8871 0.022
C -0.2858 -1.5309 4.2843 -0.003
C 0.0279 -0.4122 5.0242 0.018
C 0.3386 0.7625 4.3440 0.000
C 0.4027 0.7369 2.9710 0.018
N 0.1292 -0.3583 2.2297 0.022
C -1.5090 -2.5443 1.0325 0.022
C -2.3573 -3.6270 0.7885 -0.003
C -3.2131 -3.5687 -0.2925 0.018
C -3.2082 -2.4314 -1.0940 0.000
C -2.3139 -1.4221 -0.8066 0.020
N -1.4624 -1.4823 0.2220 0.021
H -0.7855 -3.4204 2.7017 0.000
H -0.5607 -2.4564 4.7632 -0.001
H 0.0071 -0.4452 6.1016 0.001
H 0.5450 1.6763 4.8744 0.000
H 0.6706 1.6210 2.4125 0.000
H -2.3394 -4.4813 1.4498 -0.001
H -3.8856 -4.3862 -0.4980 0.001
H -3.8811 -2.3292 -1.9286 0.000
H -2.2603 -0.5237 -1.4102 0.001
Br -3.0423 5.2847 -1.1240 0.008
C -2.0449 3.7186 -0.7269 0.029
C -0.8916 3.4381 -1.4421 -0.007
C -0.1588 2.3110 -1.1224 0.022
C -0.5562 1.4455 -0.1061 -0.028
C -1.7297 1.7461 0.5853 0.027
C -2.4740 2.8729 0.2851 -0.005
H -0.5819 4.0849 -2.2485 -0.001
H 0.7345 2.0940 -1.6887 0.001
H -2.0892 1.1070 1.3824 0.001
H -3.3833 3.0889 0.8251 -0.001
O 1.3740 -5.1060 -6.0832 0.002
N 0.6972 -4.1121 -6.2101 0.001
O 0.1754 -3.7295 -7.2304 0.001
C 0.5107 -3.2942 -5.0291 0.006
C -0.1274 -2.0581 -5.1530 -0.001
C -0.2468 -1.2446 -4.0558 0.006
C 0.2868 -1.6027 -2.7678 0.010
O 0.3534 -0.7372 -1.8562 0.050
C 0.8130 -2.9451 -2.6701 0.009
C 0.9544 -3.7423 -3.7996 -0.002
N 1.2204 -3.4720 -1.4288 0.004
O 1.8923 -4.4821 -1.3959 0.006
O 0.8506 -2.9064 -0.3849 0.024
N -0.9280 0.0186 -4.1869 0.001
O -1.3759 0.5231 -3.1753 0.001
O -1.0276 0.4871 -5.2948 0.003
H -0.5169 -1.7484 -6.1142 0.000
H 1.4019 -4.7245 -3.7093 0.000
C 3.8535 2.7499 -1.2133 0.003
C 4.2834 1.3036 -1.4487 0.017
C 5.7788 1.2422 -1.7383 0.003
C 3.4652 0.7808 -2.6326 0.003
P 3.7766 0.3109 0.1235 0.086
N 2.1991 0.1948 0.1364 0.308
C 4.5327 -1.4668 0.1053 0.017
C 4.3498 -2.0014 -1.3153 0.001
C 6.0057 -1.5185 0.4940 0.003
C 3.7080 -2.3492 1.0442 0.001
C 4.2394 1.2523 1.7360 0.014
C 5.6910 1.7085 1.8210 0.002
C 3.9291 0.2962 2.8879 0.003
C 3.3029 2.4596 1.8491 0.004
H 3.9046 3.3050 -2.1492 0.000
H 4.5038 3.2564 -0.5093 0.000
H 2.8275 2.7865 -0.8547 0.002
H 6.0064 1.8989 -2.5763 0.001
H 6.1030 0.2432 -2.0129 0.000
H 6.3665 1.5755 -0.8880 0.000
H 3.4428 1.5383 -3.4147 0.000
H 2.4408 0.5790 -2.3178 0.001
H 3.8868 -0.1163 -3.0704 0.000
H 5.0525 -1.5607 -2.0164 0.000
H 3.3332 -1.8114 -1.6556 0.001
H 4.5138 -3.0785 -1.3239 0.000
H 6.6080 -0.8191 -0.0779 0.000
H 6.3795 -2.5240 0.3028 0.001
H 6.1505 -1.3148 1.5510 0.000
H 2.6482 -2.0974 0.9871 0.001
H 4.0278 -2.2640 2.0764 0.000
H 3.8195 -3.3898 0.7475 0.000
H 6.3870 0.8751 1.8331 0.000
H 5.8281 2.2638 2.7485 0.001
H 5.9539 2.3748 1.0050 0.000
H 4.6653 -0.4986 2.9559 0.000
H 2.9372 -0.1359 2.7658 0.001
H 3.9537 0.8345 3.8345 0.000
H 3.7268 3.3435 1.3862 0.000
H 3.1342 2.6982 2.8972 0.000
H 2.3472 2.2417 1.3765 0.001
```

## Properties
- Energy: -142151.7626 eV
- <S²>: 3.777
- Lowest unoccupied orbital energy (alpha / beta): -3.84 / -3.85 eV
- Charge: +1
- Spin multiplicity: 4
- HOMO energy (alpha / beta): -10.1 / -10.9 eV


Entry 3:
DFT (ωB97M-V/def2-TZVPD) results for a structure of composition C34H42F6N2SSbSi3Ti in a non-equilibrium geometry.

Geometry as XYZ:
```
90
Properties=species:S:1:pos:R:3:mulliken_charge:R:1
Ti 1.6559 -0.2108 0.1012 -2.068
C -3.1590 -2.0291 -0.8712 -1.614
Sb -1.3322 -0.9084 -1.3270 1.189
C -0.1360 -1.4157 0.3926 2.252
C 0.8092 -2.4994 0.0575 -1.790
C 0.5805 -3.7354 -0.5795 -0.961
C 1.6047 -4.6432 -0.6345 -0.717
C 2.8541 -4.3279 -0.0844 -1.200
C 3.0429 -3.0726 0.4394 -0.511
N 2.0618 -2.1734 0.4738 1.255
Si -0.6612 -1.6932 2.1617 0.769
C 0.6519 -2.6843 3.0793 -1.062
C -2.1617 -2.8190 2.3254 -1.397
C -0.9494 -0.1476 3.1830 -0.879
C -1.9153 1.2446 -0.9357 1.533
C -0.8031 1.8005 -0.0649 -1.224
C -0.9522 2.7982 0.8473 -0.545
C 0.1977 3.4096 1.4749 -1.123
C 1.4471 3.0825 1.0388 -1.465
C 1.5883 2.0762 0.0622 -0.261
N 0.4727 1.3390 -0.3784 1.798
Si -1.7253 2.1502 -2.6147 0.776
C -1.8185 1.0139 -4.1008 -1.019
C -0.1844 3.2017 -2.6994 -1.136
C -3.0773 3.4220 -2.9279 -1.484
Si -3.6838 1.3653 -0.3191 0.561
C -3.9723 0.3675 1.2320 -0.603
C -4.3958 3.0524 0.1197 -1.396
C -4.8015 0.7205 -1.7037 -1.252
H -2.8400 -2.9397 -0.3600 0.505
H -3.6253 -2.2997 -1.8246 0.416
H -3.8893 -1.5091 -0.2515 0.333
H -0.4019 -3.9656 -0.9700 0.446
H 1.4394 -5.6165 -1.0833 0.446
H 3.6698 -5.0380 -0.0907 0.426
H 4.0029 -2.7467 0.8188 0.560
H 0.6353 -3.7386 2.7688 0.301
H 0.4418 -2.6414 4.1556 0.408
H 1.6656 -2.3108 2.9212 0.066
H -1.9585 -3.7914 1.8530 0.296
H -3.0789 -2.4137 1.8837 0.347
H -2.3495 -2.9968 3.3952 0.356
H -0.2212 -0.1148 4.0017 0.337
H -1.9527 -0.1402 3.6236 0.474
H -0.8297 0.7645 2.5912 0.037
H -1.9484 3.1608 1.0792 0.210
H 0.0610 4.1919 2.2115 0.403
H 2.3223 3.6165 1.3866 0.457
H 2.4850 2.0044 -0.5362 0.584
H -1.0736 0.2119 -4.0811 0.274
H -1.6640 1.6061 -5.0133 0.417
H -2.8129 0.5476 -4.1659 0.309
H 0.7298 2.7061 -2.3632 0.225
H -0.3312 4.0893 -2.0714 0.247
H -0.0372 3.5327 -3.7368 0.520
H -4.0918 3.0073 -2.9118 0.236
H -2.9051 3.8541 -3.9226 0.376
H -3.0224 4.2393 -2.2011 0.309
H -3.9321 1.0085 2.1195 0.461
H -3.2170 -0.4073 1.3468 -0.547
H -4.9572 -0.1189 1.2049 0.523
H -4.0856 3.3869 1.1167 0.416
H -5.4886 2.9356 0.1342 0.380
H -4.1555 3.8409 -0.5949 0.378
H -4.2429 0.1393 -2.4496 0.139
H -5.2970 1.5497 -2.2220 0.424
H -5.5847 0.0675 -1.2962 0.500
F 4.1551 -0.0363 6.4904 -0.329
C 4.1854 0.0213 5.1582 0.304
C 3.0164 0.1027 4.4345 -0.191
F 1.8504 0.1342 5.0744 -0.341
C 3.0828 0.1552 3.0652 -0.526
F 1.9221 0.2477 2.3991 0.485
C 4.2591 0.1335 2.3306 0.749
S 4.2651 0.1843 0.5953 -0.507
C 5.4135 0.0570 3.1094 0.207
F 6.6067 0.0295 2.5203 -0.355
C 5.3840 0.0027 4.4836 0.214
F 6.5172 -0.0740 5.1784 -0.318
F 3.5507 -0.9306 -5.8868 -0.379
C 3.1271 -0.7877 -4.6090 0.199
C 2.0450 0.0191 -4.3451 -0.936
C 1.6248 0.1431 -3.0221 -0.002
C 2.2345 -0.5091 -1.9337 0.724
C 3.3492 -1.2895 -2.2941 0.023
C 3.7986 -1.4452 -3.6048 -1.172
H 1.5446 0.5436 -5.1540 0.488
H 0.7845 0.7927 -2.8350 0.424
H 3.9213 -1.7946 -1.5278 0.352
H 4.6648 -2.0556 -3.8405 0.462
```

## Properties
- Energy: -119348.7286 eV
- Lowest unoccupied orbital energy (alpha / beta): 2.47 / 2.47 eV
- Charge: -1
- Energy above the lowest of the compared OMol25 structures with the same formula, charge and spin: 99.23 kJ/mol
- HOMO energy (alpha / beta): -2.9 / -2.9 eV


energy of number 1 (C34H42BN9ReS)?
-62991.3668 eV